{
  "formula": "C4H5F2N",
  "method": "wB97M-V/def2-TZVPD",
  "relative_energy_kcal_mol": 42.2,
  "gap_ev": 9.55,
  "multiplicity": 1,
  "e_homo_ev": -8.8,
  "e_tot_ha": -409.81564,
  "symbols": ["C", "N", "C", "C", "C", "F", "F", "H", "H", "H", "H", "H"],
  "xyz": [[-0.23, 1.84, 0.28], [0.83, 1.37, -0.21], [1.32, 0.09, -0.05], [0.46, -1.10, 0.02], [2.65, 0.03, -0.04], [3.30, -1.12, 0.16], [3.59, 1.00, 0.01], [-0.73, 1.35, 1.16], [-0.57, 2.97, 0.31], [0.18, -1.48, -0.99], [-0.51, -0.93, 0.72], [1.01, -1.79, 0.52]],
  "mulliken_charge": [-0.23, -0.41, 0.16, -0.86, 0.59, -0.25, -0.22, 0.17, 0.22, 0.21, 0.29, 0.33]
}